A molecular structure, C28H43F9GaOP2 in a non-equilibrium geometry, computed with the ωB97M-V functional and the def2-TZVPD basis.

Each line ends with the Mulliken charge.
CARTESIAN COORDINATES (ANGSTROEM)
1 Ga -2.7811 -0.3218 0.6090  0.222
2 P -0.7407 2.2931 -5.7307  0.195
3 P -0.8313 -0.4035 -4.6044  0.643
4 F -2.0634 -1.5131 5.3124  -0.265
5 F -5.2253 -0.4517 2.7356  -0.226
6 F -4.1530 -2.1949 5.2988  -0.229
7 F -3.6861 -0.0736 4.9784  -0.252
8 F -2.5473 -3.3929 1.7810  -0.269
9 F -2.4790 -3.7278 3.9527  -0.290
10 F -5.3444 -2.6351 3.0809  -0.229
11 F -4.5803 -1.8736 1.1850  -0.237
12 F -0.9629 -2.4753 2.9907  -0.078
13 O -2.5289 -0.3776 2.6176  -0.368
14 C 0.5564 2.3749 3.3423  0.111
15 C 1.8854 2.1476 2.9046  0.735
16 C -0.3369 3.4914 2.9665  -1.591
17 C 0.5122 -1.6661 -4.4642  -0.469
18 C 3.0328 -2.3925 0.8127  -0.742
19 C 0.2346 1.3849 4.3022  1.566
20 C 0.5484 -1.8354 -1.0792  -0.583
21 C 1.0173 2.4027 -6.3019  -1.101
22 C 2.6501 3.0471 2.0192  -1.241
23 C -0.9731 1.4409 5.1430  -1.447
24 C 2.3652 0.9703 3.5591  0.715
25 C -3.1624 -1.5138 3.1391  1.393
26 C 1.3532 -0.7222 5.2557  -1.564
27 C -2.2891 -1.4501 -4.2097  -1.311
28 C -1.3561 3.7360 -6.7123  -1.144
29 C -1.3086 1.0104 -6.9755  -0.956
30 C 0.3160 -0.3240 -0.9697  1.786
31 C 0.5723 -2.4982 0.2584  -0.266
32 C 1.4311 0.4735 -0.3296  -0.400
33 C -3.2831 -1.3337 4.7012  0.347
34 C 3.3110 -1.2224 -0.1776  -1.689
35 C 2.6438 0.0758 0.0703  -0.566
36 C -2.2919 -2.7915 2.9840  0.162
37 C 3.7133 0.3943 3.4407  -1.217
38 C 1.3162 0.4643 4.3775  0.135
39 C 1.6128 -2.7475 1.0506  -0.978
40 C -0.9342 -0.3869 -6.4857  -0.868
41 C -4.5975 -1.6416 2.5665  0.431
42 H 0.0493 -0.6849 -6.8843  0.394
43 H 1.9577 3.7292 1.5187  0.299
44 H 1.4610 -3.3968 1.9153  0.475
45 H 1.0788 2.3735 -7.4013  0.341
46 H 0.0904 4.1081 2.1733  0.410
47 H -0.6376 -0.1942 -0.4012  -1.282
48 H -1.1455 0.4844 5.6389  0.330
49 H 3.9491 0.1398 2.3988  0.111
50 H -0.8677 2.2061 5.9313  0.459
51 H 1.4594 -0.4426 6.3133  0.355
52 H 1.4168 3.3648 -5.9483  0.382
53 H -2.2949 -2.3505 -4.8338  0.371
54 H 0.4175 -1.2847 5.1618  0.166
55 H 3.3042 0.8363 0.4747  0.706
56 H 2.1778 -1.3874 4.9997  0.424
57 H 1.4521 -2.0792 -1.6313  0.297
58 H 3.5933 -3.2692 0.4429  0.422
59 H 0.1829 -2.6119 -4.9098  0.411
60 H 0.1255 0.1542 -1.9551  -0.207
61 H 4.4761 1.1046 3.7946  0.361
62 H 1.4147 -1.3049 -4.9719  0.370
63 H 3.2036 2.5034 1.2468  0.348
64 H -1.0395 3.6449 -7.7654  0.302
65 H -0.9414 4.6592 -6.2801  0.378
66 H 3.8004 -0.5151 4.0467  0.346
67 H 3.1486 -1.5500 -1.2182  0.556
68 H -0.8587 1.2344 -7.9523  0.503
69 H -1.6810 -1.1287 -6.7988  0.441
70 H 1.2091 1.5479 -0.2374  0.477
71 H 4.3908 -1.0255 -0.0740  0.418
72 H 3.3736 3.6673 2.5714  0.347
73 H -0.2802 -2.3212 -1.6104  0.374
74 H -2.4553 3.7602 -6.6530  0.358
75 H -1.8605 1.6915 4.5510  0.345
76 H 0.7399 -1.8177 -3.4057  -0.366
77 H -0.4563 -2.7391 0.5805  0.346
78 H 1.6135 1.5873 -5.8710  0.265
79 H -0.5366 4.1345 3.8334  0.327
80 H -2.2468 -1.7174 -3.1476  0.263
81 H 3.4985 -2.2048 1.7937  0.419
82 H -2.4003 1.1167 -7.0689  0.425
83 H -1.3041 3.0976 2.6295  0.299
84 H -3.1937 -0.8603 -4.3917  0.370

Summary:
LUMO energy, eV: -6.4
Total charge: +1
Strongest force on any atom, eV Å⁻¹: 5.7
Gap between HOMO and LUMO, eV: 2.803
Highest occupied orbital energy, Ha: -0.3367
2S+1: 1
ΔE to the lowest compared entry with this formula, charge and spin, eV: 0.610

A molecular structure, C28H43FN4OPV in a non-equilibrium geometry, computed with the ωB97M-V functional and the def2-TZVPD basis.

Each line ends with the Mulliken charge.
CARTESIAN COORDINATES (ANGSTROEM)
1 V -0.4861 -0.3561 1.0104  -0.521
2 P -1.2934 -2.3470 0.0983  2.235
3 F -2.6303 0.5287 1.6606  -0.291
4 O -1.2113 1.6552 0.3323  0.564
5 N -1.3944 -4.1702 -2.0729  0.070
6 N 0.9784 0.8432 0.5327  0.433
7 N -3.4028 -3.9692 -0.7136  0.170
8 N -1.4634 -5.1411 0.1556  0.205
9 C 0.5142 3.1951 1.2098  -0.138
10 C -3.1090 -2.6564 -0.1276  -1.186
11 C 0.2665 1.9551 0.7409  0.574
12 C -2.0767 1.7561 1.4447  0.452
13 C 2.5938 0.9771 -2.6010  -1.464
14 C -1.8378 2.2219 -1.3528  1.811
15 C 2.9655 0.3526 1.8752  0.752
16 C -1.1606 1.2013 -2.2046  -1.127
17 C -2.3706 2.8633 2.1035  -0.899
18 C -3.2975 2.0453 -1.1447  -1.602
19 C -0.9404 -5.3170 -1.1469  -0.778
20 C 4.5581 1.5896 -0.0689  -0.647
21 C 1.4363 -1.6064 2.6176  -1.014
22 C -2.9296 -4.1128 -2.0414  -0.758
23 C 3.2505 3.3453 -2.0517  -1.819
24 C -2.9210 -5.0745 0.1174  -0.872
25 C -1.3380 3.6121 -1.4873  -1.468
26 C -0.8807 -3.9899 0.8566  -1.236
27 C -0.3949 4.2379 1.5959  -1.036
28 C 2.4036 0.9431 0.7375  -0.502
29 C -1.6823 4.1276 1.9750  -0.746
30 C 3.1780 1.5538 -0.2531  0.237
31 C -0.8005 -2.8520 -1.6401  -1.481
32 C 2.5715 2.0785 -1.5391  3.556
33 C 1.3194 0.6142 3.8135  -1.154
34 C 2.1974 -0.3317 2.9959  0.534
35 C 5.1412 1.0289 1.0506  -1.519
36 C 4.3510 0.4127 2.0063  -1.212
37 H -3.6041 -2.5985 0.8440  0.486
38 H 1.5767 3.3636 1.3541  0.573
39 H -3.2699 -5.0524 -2.4785  0.350
40 H 2.6808 3.7800 -2.8742  0.425
41 H -1.2450 -3.9854 1.8868  0.465
42 H 3.6221 0.6985 -2.8356  0.382
43 H -1.7834 4.2962 -0.7742  0.345
44 H -3.5420 1.0382 -0.8078  0.275
45 H 0.4272 0.9327 3.2606  -0.083
46 H -0.1341 1.0229 -1.8866  0.038
47 H 0.0504 5.2230 1.6751  0.447
48 H 5.1900 2.0550 -0.8125  0.366
49 H 4.8141 -0.0299 2.8792  0.454
50 H -1.0961 -4.3848 -3.0260  0.348
51 H 4.2479 3.1389 -2.4396  0.428
52 H -3.3085 -6.0097 -0.2898  0.323
53 H -1.3190 -6.2299 -1.6085  0.362
54 H 1.5288 2.3287 -1.3411  -2.010
55 H 2.1214 1.3061 -3.5288  0.386
56 H 6.2140 1.0625 1.1818  0.407
57 H -1.7079 0.2605 -2.2126  0.240
58 H 0.2051 -4.1086 0.9091  0.442
59 H -3.7326 2.1601 -2.1447  0.486
60 H 0.3806 -1.4733 2.2703  -0.305
61 H 0.2850 -2.9537 -1.7010  0.417
62 H -1.6544 3.9032 -2.4967  0.576
63 H 2.9819 -0.6838 3.6711  0.710
64 H 0.9807 0.1313 4.7310  0.426
65 H -3.1641 2.7595 2.8371  0.543
66 H -3.3028 -4.9521 1.1293  0.387
67 H -1.1121 -2.1001 -2.3675  0.520
68 H 3.3490 4.0988 -1.2699  0.401
69 H -0.2527 3.6732 -1.4543  0.164
70 H -3.7391 2.7968 -0.4963  0.404
71 H -3.2217 -3.2764 -2.6765  0.373
72 H -1.1232 1.6100 -3.2182  0.564
73 H 1.8605 1.5190 4.0888  0.395
74 H 1.2513 -2.2185 3.5014  0.476
75 H 2.0845 0.0744 -2.2510  0.223
76 H 1.9555 -2.2057 1.8700  0.457
77 H 0.1491 -5.3117 -1.1608  0.377
78 H -3.5440 -1.8752 -0.7560  0.342
79 H -2.2041 5.0022 2.3341  0.491

Summary:
LUMO energy (spin up / spin down), eV: -5.6 / -5.6
Total charge: +2
Strongest force on any atom, eV Å⁻¹: 1.1
Gap between HOMO and LUMO (spin up / spin down), eV: 6.824 / 5.535
Highest occupied orbital energy (spin up / spin down), Ha: -0.4554 / -0.4095
2S+1: 3
Expectation value of S²: 2.140
ΔE to the lowest compared entry with this formula, charge and spin, eV: 5.620

A molecular structure, C28H43N4OSV in a non-equilibrium geometry, computed with the ωB97M-V functional and the def2-TZVPD basis.

Each line ends with the Mulliken charge.
CARTESIAN COORDINATES (ANGSTROEM)
1 V 0.5923 -0.0412 -0.6094  0.118
2 S 1.2679 -1.4506 -1.9885  -0.869
3 O -1.6792 -2.7684 -2.7305  -0.452
4 N -1.3654 -0.1997 -0.4232  0.711
5 N 1.2954 0.0011 1.2477  1.816
6 N -1.7021 -1.5345 -0.0900  0.152
7 N 1.5584 1.7163 -0.8468  0.783
8 C 0.7243 -2.7948 3.6231  -0.608
9 C 1.2606 -2.0236 2.5985  0.430
10 C -1.7559 -2.6671 -5.2351  -0.927
11 C -0.6030 1.2504 3.2017  1.420
12 C -0.2525 -0.1895 3.2173  0.553
13 C -3.6446 -2.8416 0.7026  -1.417
14 C 2.0221 -3.6525 0.8039  -0.931
15 C -3.0255 -1.5831 0.2563  0.674
16 C 2.1464 1.7094 -3.7811  -1.262
17 C 2.4437 -2.6698 1.8789  0.388
18 C 0.2009 2.0816 4.2113  -1.473
19 C -2.4658 0.5290 -0.1958  0.372
20 C 2.3992 3.8733 -0.9547  -0.388
21 C 3.5750 -1.7147 1.5208  -1.548
22 C 2.6560 3.4012 0.3289  -1.963
23 C -0.7344 -1.0375 4.2321  -0.444
24 C 1.9348 1.1891 1.4601  -0.920
25 C -2.0483 1.5310 3.6637  -1.820
26 C 1.6807 4.2056 -3.7236  -2.305
27 C -3.5455 -0.2774 0.1753  -1.098
28 C 2.1002 2.0715 0.3845  0.685
29 C 1.7566 2.8419 -1.6909  -1.081
30 C 1.3595 2.8557 -3.1254  2.795
31 C -0.1228 2.5272 -3.1988  -1.289
32 C -0.3100 -2.3222 4.4416  -1.490
33 C -2.0864 -3.4563 -3.9465  -0.241
34 C 0.7273 -0.7120 2.3774  -0.084
35 C -2.4703 2.0332 -0.2589  -1.322
36 H 0.1859 1.5272 5.1683  0.327
37 H -1.3268 -1.7134 -4.9974  0.283
38 H -2.4101 2.5765 3.3684  0.351
39 H 1.3505 -4.3859 1.2586  0.333
40 H -2.6653 -2.5652 -5.8387  0.277
41 H -3.1670 2.4561 0.5207  0.318
42 H 2.5984 4.8638 -1.3377  0.486
43 H -1.6462 -4.4750 -3.9403  0.243
44 H -1.5684 -0.6028 4.8389  0.127
45 H -2.1245 1.4734 4.7763  0.469
46 H 3.2271 1.8622 -3.6299  0.329
47 H -3.1643 -3.5455 -3.8234  0.256
48 H -4.7148 -2.7553 0.5338  0.387
49 H 2.8442 -3.2685 2.7324  0.420
50 H -3.4385 -3.0006 1.7679  0.238
51 H 1.3721 4.1676 -4.7869  0.436
52 H 1.0844 -3.7989 3.7666  0.411
53 H -2.8681 2.3881 -1.2409  0.345
54 H -0.9325 -2.1520 -2.9272  -0.044
55 H -0.4487 1.6055 2.1599  -0.444
56 H 2.9688 -4.0530 0.3675  0.336
57 H -1.0159 -3.2819 -5.8167  0.254
58 H 3.7249 -0.9509 2.2848  0.299
59 H 3.2041 3.8862 1.1520  0.370
60 H -1.1884 -2.2348 -0.6526  0.199
61 H 4.4736 -2.2754 1.4225  0.555
62 H 1.2212 2.2657 3.9212  0.305
63 H -0.2970 1.5309 -2.7562  0.022
64 H 1.9393 0.7672 -3.2902  0.002
65 H -1.4489 2.3924 -0.1609  0.169
66 H 3.4416 -1.1858 0.5180  0.038
67 H 1.9585 1.6235 -4.8561  0.363
68 H -0.4617 2.5072 -4.2458  0.450
69 H -0.7687 -2.9448 5.2082  0.366
70 H 1.0633 5.0060 -3.2622  0.391
71 H -0.2788 3.0569 4.3560  0.418
72 H 2.3403 1.5006 2.4423  0.314
73 H -2.7783 0.8313 3.2115  0.353
74 H 2.7540 4.4940 -3.6150  0.372
75 H -4.5894 -0.0259 0.3915  0.379
76 H -3.1815 -3.6370 0.0993  0.335
77 H 1.4979 -3.1256 -0.0057  -0.100
78 H -0.6558 3.3148 -2.6094  0.295

Summary:
LUMO energy (spin up / spin down), eV: 2.5 / 2.5
Total charge: -1
Strongest force on any atom, eV Å⁻¹: 2.8
Gap between HOMO and LUMO (spin up / spin down), eV: 4.177 / 6.345
Highest occupied orbital energy (spin up / spin down), Ha: -0.0606 / -0.1403
2S+1: 4
Expectation value of S²: 3.795

A molecular structure, C28H44AlBeBr3Cl4F7N5O9S3 in a non-equilibrium geometry, computed with the ωB97M-V functional and the def2-TZVPD basis.

Each line ends with the Mulliken charge.
CARTESIAN COORDINATES (ANGSTROEM)
1 Br -6.2865 0.2295 2.6271  -0.238
2 Br 13.0089 4.2365 2.2262  -0.371
3 Br -7.6209 2.1920 -4.9563  -0.355
4 Cl -9.5311 0.9914 2.6360  -0.087
5 Cl -10.5590 -0.4334 0.3060  -0.140
6 Cl -1.6316 -0.1597 -2.5664  -0.401
7 Cl -8.7047 1.7728 -0.0539  -0.056
8 S 8.6417 3.8278 3.6025  0.941
9 S 9.4797 6.3137 3.1101  1.034
10 S -0.4724 -3.5343 2.6387  -0.283
11 Al 12.2289 1.3891 1.9114  0.515
12 F 10.1466 2.6053 5.3902  -0.227
13 F 8.8612 1.2927 4.3238  -0.216
14 F 12.0922 6.4760 2.4784  -0.230
15 F 11.6179 6.9877 4.5161  -0.239
16 F 11.1531 8.3501 2.9352  -0.213
17 F 10.6166 2.1056 3.3580  -0.063
18 F -1.8937 -7.0842 -2.7353  -0.307
19 O 4.9249 0.8415 1.2367  -0.422
20 O -0.4768 1.1520 1.5249  -0.455
21 O 8.1486 3.4195 2.3135  -0.608
22 O -6.3879 -2.7059 -1.8150  -0.507
23 O 9.1581 6.4635 1.7182  -0.651
24 O 7.6354 4.0304 4.6041  -0.669
25 O 8.6588 7.0668 4.0145  -0.642
26 O -5.0029 3.4292 -1.5904  -0.402
27 O -6.3271 -0.8199 -2.8264  -0.715
28 N 9.8515 4.8468 3.5913  -0.237
29 N 0.3082 -0.9071 2.2689  -0.539
30 N -6.8941 -1.6915 -2.1790  0.915
31 N -5.1858 1.1462 -1.2577  -0.345
32 N 0.3890 -1.2568 -0.6171  1.482
33 C -3.2020 -6.9196 -2.4743  0.367
34 C 1.8780 -3.1466 -1.1184  -1.050
35 C -3.9554 -8.0082 -2.0802  -0.491
36 C 3.0817 0.3277 -1.7062  -0.488
37 C -3.7648 -5.6652 -2.6055  -0.596
38 C -0.8349 -0.7875 -0.0496  -1.608
39 C 9.5939 2.3910 4.2054  0.558
40 C -5.8849 -6.5816 -1.9396  -0.592
41 C -4.0725 0.3159 -0.7300  -0.209
42 C 3.6599 1.1658 0.7253  -0.214
43 C -4.6665 2.3684 -1.8943  0.524
44 C 2.6556 -2.1807 -2.0898  -0.876
45 C 11.1529 7.0641 3.2682  0.607
46 C 3.5188 -1.1107 -1.3038  -0.507
47 C -10.0187 1.1275 0.9416  -0.076
48 C 0.4115 -2.6986 -0.8962  -0.729
49 C -8.3192 -1.4669 -1.8213  -0.842
50 C 0.2820 1.6730 0.4392  -0.001
51 C -5.1167 -5.4974 -2.3413  0.004
52 C -3.2407 0.4865 1.7213  -0.712
53 C -5.3042 -7.8360 -1.8063  -0.311
54 C -4.3119 -0.1241 0.7515  -0.691
55 C -0.7260 -0.2188 1.4248  1.707
56 C -3.5846 2.2697 -3.0348  -0.439
57 C 5.7089 2.0421 1.3474  -0.734
58 C 3.6618 1.4682 -0.8169  -0.871
59 C 0.1494 -2.0804 2.3621  0.493
60 C -2.1084 -0.4997 2.1324  -1.385
61 Be -5.6091 1.3998 -3.5594  0.584
62 H -3.4868 -8.9794 -1.9897  0.418
63 H -3.4120 3.2345 -3.5277  0.459
64 H -5.6745 0.6509 -2.0366  0.525
65 H -2.4778 -1.5160 1.9049  0.451
66 H 1.9502 -4.1500 -1.5819  0.386
67 H 6.4815 2.0211 0.5558  0.271
68 H -1.3720 -0.0260 -0.8389  -0.944
69 H -0.1428 -3.3167 -0.1690  0.339
70 H -1.9007 -0.3816 3.2117  0.461
71 H 2.9350 0.3405 0.8988  -0.035
72 H -10.8503 1.8192 0.8962  0.373
73 H 3.4280 -1.3339 -0.2270  0.213
74 H 4.5918 -1.2158 -1.5513  0.624
75 H 0.6664 2.6699 0.7245  0.463
76 H 1.2011 -1.0214 -0.0575  -0.172
77 H 3.4639 0.4991 -2.7360  0.436
78 H -0.4179 1.8596 -0.4045  -0.067
79 H 1.9770 0.3728 -1.8063  0.261
80 H 2.9960 2.3501 -0.9572  0.290
81 H -2.9004 1.4443 1.2939  0.449
82 H -8.6297 -0.5073 -2.2191  0.350
83 H -0.0989 -2.8337 -1.8766  0.326
84 H 3.3651 -2.7506 -2.7125  0.486
85 H 5.1366 2.9748 1.1920  0.286
86 H -3.1691 0.9507 -0.7177  -0.331
87 H 3.2074 2.0452 1.2358  0.500
88 H -4.4577 -1.2092 0.8597  0.587
89 H 2.4769 -3.1998 -0.1917  0.345
90 H -5.5690 -4.5203 -2.4490  0.347
91 H -5.9026 -8.6797 -1.4895  0.368
92 H -3.1476 -4.8300 -2.9116  0.482
93 H -5.3800 0.3726 1.0263  0.210
94 H 6.1303 2.0828 2.3582  0.232
95 H -3.7773 1.4023 -3.7374  0.334
96 H -2.6383 2.0100 -2.5033  0.005
97 H 1.9493 -1.6916 -2.7895  0.402
98 H -6.9387 -6.4502 -1.7294  0.371
99 H -3.8179 -0.5511 -1.3688  0.677
100 H 4.6558 1.8162 -1.1562  0.502
101 H -1.5142 -1.6643 -0.0031  0.855
102 H -8.3941 -1.4785 -0.7394  0.290
103 H 1.1525 1.0683 0.1518  -0.290
104 H -8.8960 -2.2748 -2.2646  0.327
105 H -3.7790 0.7461 2.6475  0.450

Summary:
LUMO energy, eV: -6.4
Total charge: 0
Strongest force on any atom, eV Å⁻¹: 4.0
Gap between HOMO and LUMO, eV: 0.860
Highest occupied orbital energy, Ha: -0.2668
2S+1: 1

no.,calculated total energy (hartree)
1,-4673.883006
2,-2771.492032
3,-2729.228494
4,-13757.236723